Entry 1:
{
  "formula": "C38H35BrN2P2Pt",
  "method": "ωB97M-V/def2-TZVPD",
  "symbols": ["Pt", "Br", "P", "P", "N", "N", "C", "C", "C", "C", "C", "C", "C", "C", "C", "C", "C", "C", "C", "C", "C", "C", "C", "C", "C", "C", "C", "C", "C", "C", "C", "C", "C", "C", "C", "C", "C", "C", "C", "C", "C", "C", "C", "C", "H", "H", "H", "H", "H", "H", "H", "H", "H", "H", "H", "H", "H", "H", "H", "H", "H", "H", "H", "H", "H", "H", "H", "H", "H", "H", "H", "H", "H", "H", "H", "H", "H", "H", "H"],
  "xyz": [[-0.65964, 1.10903, 1.28910], [-1.32780, 1.94442, 3.94611], [1.51430, 0.70590, 0.45896], [-1.38988, -0.95746, 0.37136], [0.99379, -1.69108, -0.88084], [-1.64529, 3.06673, 1.47756], [-3.89037, -1.99923, 0.77409], [-2.57662, 4.44648, 3.18213], [2.16630, -3.32963, -3.92347], [-2.54666, -2.05331, 1.18265], [2.96732, -1.15552, 3.76209], [4.27323, 4.07955, -0.88062], [2.16305, -0.42365, 2.90217], [4.41782, -1.73177, 1.91249], [0.16872, -2.05361, 0.22201], [-2.03231, 3.94702, 0.54682], [2.52403, -4.59452, -3.40210], [-4.81149, -2.84432, 1.36226], [-2.34491, 0.52657, -1.75976], [2.49889, -0.33808, 1.54505], [4.07931, -1.82435, 3.26358], [-2.62332, -1.68399, -3.43136], [1.68092, -2.35824, -3.09902], [2.57552, 2.03629, -0.09266], [3.24612, 3.66466, -1.72840], [2.38378, 2.66112, -1.33258], [-2.98958, -0.41378, -3.87164], [2.36290, -4.87278, -2.02662], [4.44311, 3.47968, 0.36323], [-2.11489, -1.86054, -2.15644], [-2.15586, -2.90652, 2.22489], [-2.98926, 5.34557, 2.20583], [-3.19860, 6.02713, -0.22989], [-1.97141, -0.74846, -1.31767], [1.49397, -2.63873, -1.70749], [1.84229, -3.92869, -1.19181], [3.58839, 2.47339, 0.77414], [-1.91853, 3.31592, 2.76473], [-3.08836, -3.74642, 2.79990], [3.63031, -0.99559, 1.04588], [-4.41964, -3.70902, 2.38117], [-2.86436, 0.68913, -3.03351], [-2.73648, 5.11117, 0.85325], [1.25348, -0.30123, -1.12455], [2.11874, -0.19633, -1.77648], [2.68424, -5.82868, -1.63197], [-1.13552, -2.91327, 2.59269], [-4.20590, -1.30852, 0.00275], [1.78332, -4.11863, -0.12677], [1.29040, 0.09778, 3.27899], [-3.68109, 6.91086, 0.17979], [-3.37657, -0.28458, -4.87405], [-5.14793, -4.35851, 2.84817], [-5.83756, -2.83835, 1.02022], [-2.37277, 6.34929, -0.86560], [-3.51927, 6.24251, 2.50261], [-0.13204, -3.09713, 0.13752], [5.30898, -2.22150, 1.54210], [1.56836, 2.36964, -1.98638], [2.92622, -5.35492, -4.06283], [5.24969, 3.79390, 1.01198], [3.12754, 4.12688, -2.69911], [-1.76854, 3.72635, -0.48027], [0.69728, -1.90165, 1.17664], [-1.86350, -2.85514, -1.80249], [-2.75546, -2.54042, -4.07969], [3.90941, -0.90680, 0.00117], [-3.18075, 1.66456, -3.37766], [4.68705, -2.42535, 3.92759], [-2.78616, -4.43700, 3.57540], [2.73674, -1.19883, 4.81807], [-2.77050, 4.62071, 4.23148], [0.38173, 0.17954, -1.59984], [1.35116, -1.41230, -3.51086], [-2.24516, 1.36959, -1.08616], [-3.91623, 5.52305, -0.88003], [3.70936, 2.02849, 1.75356], [2.25144, -3.14547, -4.98717], [4.94100, 4.87095, -1.19440]],
  "forces_ev_per_a": [[0.42, -1.16, -1.53], [-0.21, 0.17, 0.14], [-1.08, -0.29, 0.24], [0.78, 1.05, 0.32], [0.11, -0.64, -0.40], [0.56, -0.37, 0.40], [-0.05, -0.09, -0.16], [0.07, -0.22, 0.24], [-0.10, 0.22, -0.12], [0.28, 0.59, 0.18], [0.07, -0.08, 0.01], [-0.04, -0.16, 0.03], [0.01, 0.02, -0.04], [0.00, -0.04, -0.08], [0.26, -0.74, 0.18], [-0.24, 0.50, -0.08], [-0.07, 0.12, 0.11], [-0.08, 0.03, 0.00], [0.03, -0.05, 0.03], [-0.45, 0.14, 0.05], [-0.07, 0.02, 0.03], [0.05, -0.13, 0.00], [0.30, 0.10, -0.45], [-0.57, 0.14, 0.24], [-0.02, 0.03, -0.04], [-0.07, -0.03, -0.05], [0.02, 0.06, 0.02], [0.02, -0.08, 0.24], [0.05, 0.10, -0.02], [-0.03, -0.02, 0.04], [0.06, -0.09, 0.12], [-0.01, 0.06, -0.18], [-0.07, 0.13, -0.23], [0.14, 0.32, 0.29], [-0.31, 0.47, 0.36], [-0.08, -0.53, 0.10], [-0.03, -0.13, 0.03], [-0.13, 0.28, -0.08], [0.13, 0.03, 0.09], [-0.04, 0.04, 0.00], [0.07, 0.02, -0.16], [0.00, -0.03, -0.06], [0.19, -0.43, 0.16], [0.22, 0.43, -0.15], [-0.01, 0.03, 0.08], [-0.01, 0.01, -0.02], [0.01, -0.06, -0.03], [-0.01, -0.07, -0.05], [0.00, 0.01, -0.04], [0.02, 0.01, 0.02], [0.01, 0.02, -0.02], [-0.06, -0.02, 0.02], [-0.01, -0.03, -0.02], [-0.03, 0.07, 0.08], [0.04, 0.03, 0.08], [0.00, 0.00, 0.02], [-0.04, 0.08, -0.04], [-0.01, -0.03, 0.02], [0.03, -0.01, -0.04], [0.00, 0.00, 0.00], [-0.04, 0.05, 0.03], [-0.03, 0.03, 0.02], [0.03, -0.08, 0.03], [-0.05, 0.17, -0.04], [-0.06, -0.03, -0.03], [0.01, 0.02, -0.02], [0.07, 0.04, 0.02], [0.02, 0.01, 0.01], [0.06, 0.08, 0.01], [-0.01, 0.05, 0.05], [-0.03, -0.04, -0.01], [-0.02, 0.02, -0.01], [-0.06, -0.13, 0.04], [0.02, -0.02, 0.02], [-0.02, 0.05, -0.06], [-0.04, 0.01, 0.07], [0.07, -0.03, -0.03], [0.02, -0.01, 0.02], [0.02, -0.01, 0.00]],
  "mulliken_charge": [2.44, -0.11, -0.13, -0.22, 1.42, -0.60, -0.60, -0.64, -0.93, 1.02, -0.72, -0.56, -0.02, -0.88, -2.02, -0.06, -0.28, -0.77, -0.25, 0.46, -0.62, -0.87, -0.16, 0.98, -0.78, -0.44, -0.64, -0.95, -0.80, -0.57, -0.37, -0.36, -1.36, 0.70, 0.87, -0.26, -0.56, 0.53, -0.78, -0.57, -0.54, -0.62, 0.31, -2.01, 1.26, 0.49, 0.44, 0.47, 0.53, 0.30, 0.39, 0.47, 0.46, 0.47, 0.36, 0.45, 1.29, 0.53, 0.41, 0.50, 0.47, 0.48, 0.61, 0.12, 0.55, 0.53, 0.54, 0.51, 0.48, 0.47, 0.51, 0.46, 0.22, 0.51, 0.32, 0.34, 0.45, 0.49, 0.46],
  "charge": 4,
  "de_lowest_ev": 1.270,
  "e_lumo_ev": [-14.90, -15.66],
  "orbital_gap_ev": [4.1, 3.3],
  "homo_energy_ev": [-18.96, -18.96]
}



Entry 2:
{
  "formula": "C14H36N2O7S",
  "method": "ωB97M-V/def2-TZVPD",
  "symbols": ["S", "O", "O", "O", "O", "O", "O", "O", "N", "N", "C", "C", "C", "C", "C", "C", "C", "C", "C", "C", "C", "C", "C", "C", "H", "H", "H", "H", "H", "H", "H", "H", "H", "H", "H", "H", "H", "H", "H", "H", "H", "H", "H", "H", "H", "H", "H", "H", "H", "H", "H", "H", "H", "H", "H", "H", "H", "H", "H", "H"],
  "xyz": [[-1.63066, 0.72523, 3.47161], [1.62236, 5.02031, -2.33477], [1.98659, -2.41908, 1.73011], [0.23796, 0.94417, -0.54394], [-0.85816, -3.34316, -1.93680], [-2.44740, 1.77999, 2.89842], [-2.14928, 0.68323, 5.00264], [-2.23209, -0.68853, 2.99984], [2.01560, -3.45848, -1.21777], [-0.85559, 3.55871, -1.84606], [1.50068, 1.56658, -0.66391], [0.42352, 5.63329, -1.87740], [1.11648, -4.59648, -1.31078], [-0.88175, -2.20746, -2.77575], [3.03432, -3.56136, -0.18492], [0.03387, -4.36730, -2.34420], [-3.61597, -0.98254, 3.26489], [-0.38371, 4.66951, -1.03969], [-0.80594, 1.76180, -0.03849], [1.71711, 4.88394, -3.73436], [-1.56556, -0.31028, 5.86330], [0.58253, -2.31240, 1.58397], [2.57480, -3.62276, 1.26863], [-1.56869, 2.52273, -1.11271], [3.46082, -3.78828, 1.88762], [-0.54349, -5.28741, -2.47036], [1.47896, -2.60881, -1.08584], [1.89062, -4.46300, 1.44220], [0.09171, -3.27389, 1.76914], [0.69049, 6.50568, -1.27481], [-2.44227, 2.98003, -0.63548], [0.06256, -1.65689, -2.77177], [-1.94471, 1.79578, -1.83755], [-1.24974, 5.20280, -0.63388], [-1.11742, -2.48384, -3.81042], [0.62214, -4.85138, -0.36106], [-2.35240, -0.65481, 6.53352], [-4.17283, -0.05479, 3.41178], [1.63258, 2.08433, -1.61953], [-3.99839, -1.50660, 2.39000], [1.69895, -5.47361, -1.61281], [0.28345, -1.95727, 0.59443], [1.60978, 5.85018, -4.23948], [2.70633, 4.48367, -3.94927], [-1.17055, -1.14881, 5.28031], [0.23629, 4.36508, -0.18349], [-0.75497, 0.15072, 6.43136], [-0.06968, 3.14858, -2.33593], [0.96000, 4.20458, -4.14291], [3.70481, -2.70421, -0.28449], [2.25946, 0.78761, -0.58374], [3.63164, -4.45803, -0.38680], [-1.50900, 1.08911, 0.45801], [0.48618, -4.10721, -3.30712], [-3.68885, -1.61274, 4.15463], [-0.16997, 5.96905, -2.73413], [0.23093, -1.58559, 2.31492], [1.66039, 2.29595, 0.13695], [-1.65894, -1.54868, -2.39659], [-0.40590, 2.43307, 0.73073]],
  "forces_ev_per_a": [[-0.45, 0.37, -0.41], [0.01, -0.11, 0.09], [0.05, 0.02, -0.01], [0.01, -0.05, -0.11], [0.05, 0.10, 0.17], [0.33, -0.33, 0.32], [-0.14, 0.10, 0.40], [0.19, -0.36, -0.14], [-0.17, 0.09, 0.00], [0.12, -0.04, -0.05], [0.03, 0.01, 0.05], [-0.05, 0.06, -0.15], [-0.01, -0.02, 0.04], [-0.08, -0.02, -0.09], [0.04, -0.04, -0.01], [0.08, 0.03, -0.15], [-0.14, 0.22, -0.06], [-0.02, 0.01, 0.08], [0.05, -0.08, 0.08], [0.01, 0.07, -0.09], [0.25, 0.12, -0.16], [0.02, -0.01, -0.05], [-0.07, 0.05, 0.00], [-0.09, 0.02, 0.00], [-0.03, 0.00, 0.02], [0.00, -0.02, -0.02], [-0.01, -0.02, 0.01], [0.00, 0.01, -0.02], [-0.01, 0.00, 0.05], [0.03, 0.01, -0.02], [0.00, 0.00, -0.01], [0.11, -0.04, 0.04], [0.00, 0.02, 0.00], [0.00, -0.02, 0.01], [-0.02, 0.02, 0.04], [0.01, 0.03, 0.00], [0.09, 0.02, -0.07], [-0.01, -0.13, -0.02], [-0.03, 0.00, 0.01], [0.04, 0.01, 0.11], [0.01, 0.00, 0.01], [0.02, -0.02, -0.06], [0.03, 0.01, 0.01], [-0.01, -0.01, -0.01], [-0.10, 0.04, 0.13], [0.00, -0.01, -0.02], [-0.09, -0.12, 0.02], [-0.01, -0.01, 0.02], [-0.01, 0.00, 0.05], [-0.01, -0.01, -0.01], [-0.01, 0.01, 0.00], [0.01, 0.01, 0.01], [0.02, 0.01, -0.03], [0.04, -0.04, 0.03], [0.02, 0.07, -0.12], [-0.03, 0.01, 0.05], [0.03, -0.04, 0.01], [0.02, -0.03, 0.02], [-0.04, 0.02, 0.00], [-0.04, 0.02, -0.01]],
  "mulliken_charge": [0.74, -0.35, -0.40, -0.25, -0.36, -0.54, -0.27, -0.23, -0.22, -0.29, -0.81, -0.80, -0.20, -0.70, -0.75, -0.83, -0.73, -0.20, -0.07, -0.76, -0.67, -0.01, -0.48, -1.00, 0.36, 0.40, 0.01, 0.32, 0.25, 0.38, 0.36, 0.31, 0.41, 0.37, 0.40, 0.20, 0.25, 0.36, 0.30, 0.24, 0.41, 0.05, 0.36, 0.25, 0.32, 0.18, 0.26, 0.17, 0.31, 0.36, 0.26, 0.41, 0.11, 0.40, 0.26, 0.42, -0.05, 0.31, 0.18, 0.32],
  "e_lumo_ev": 0.70,
  "orbital_gap_ev": 9.2,
  "homo_energy_ev": -8.47
}



Entry 3:
{
  "formula": "C22H37BO11",
  "method": "ωB97M-V/def2-TZVPD",
  "symbols": ["O", "O", "O", "O", "O", "O", "O", "O", "O", "O", "O", "C", "C", "C", "C", "C", "C", "C", "C", "C", "C", "C", "C", "C", "C", "C", "C", "C", "C", "C", "C", "C", "C", "B", "H", "H", "H", "H", "H", "H", "H", "H", "H", "H", "H", "H", "H", "H", "H", "H", "H", "H", "H", "H", "H", "H", "H", "H", "H", "H", "H", "H", "H", "H", "H", "H", "H", "H", "H", "H", "H"],
  "xyz": [[8.12819, 4.70795, 6.45811], [6.53488, 5.68828, 7.99268], [-5.20004, -2.24336, -2.14008], [8.54460, 6.83278, 7.46191], [-3.61418, -5.32944, -4.99792], [5.17728, 4.11148, 0.82312], [0.92255, 2.11460, -0.13068], [-5.73783, 0.61383, -1.70370], [-0.88566, -0.10615, -0.78670], [4.40679, 1.42706, 4.97363], [-2.38552, -7.39740, -3.29747], [-4.85143, -0.16998, -0.92208], [-1.16518, 1.26255, -1.04079], [2.00104, 1.19518, -0.15674], [6.31633, 3.56932, 5.39470], [-1.84724, -6.10401, -3.51330], [4.80405, 3.96976, 1.96416], [-4.23229, -1.29480, -1.72143], [7.31388, 4.53740, 5.36077], [-4.86681, -5.96195, -4.81199], [4.38415, 2.42131, 4.28659], [-5.61292, -2.07947, -3.48410], [3.43095, 3.49181, 2.29624], [7.50840, 5.32870, 4.22775], [0.09632, 2.06175, -1.28147], [5.69255, 4.20250, 3.13753], [6.70688, 5.15279, 3.10788], [5.49780, 3.42035, 4.28208], [-7.10302, 0.29324, -1.51149], [3.24206, 2.74143, 3.38319], [-2.31563, -8.23984, -4.43207], [-0.91689, -0.44112, 0.58913], [-2.92179, -5.07515, -3.78618], [7.72289, 5.76556, 7.29362], [-7.46451, 0.68747, -0.55537], [2.27221, 2.35034, 3.66557], [-0.37522, 0.28929, 1.19410], [-4.79470, -6.80391, -4.11980], [-3.51198, -1.82125, -1.08806], [-4.05413, 0.49483, -0.57479], [-0.18155, 3.08954, -1.53326], [2.78945, 1.54220, -0.83276], [5.81022, 6.13932, 7.54937], [-5.60948, -5.25075, -4.43371], [-1.94961, -0.51056, 0.95043], [-5.19402, -6.32854, -5.78375], [8.29636, 6.07152, 4.24022], [-3.68794, -0.89365, -2.58218], [2.60456, 3.73635, 1.63936], [-4.83643, -2.43535, -4.17114], [-6.50785, -2.68353, -3.62789], [-7.27198, -0.78554, -1.54085], [-1.73634, 1.69685, -0.21364], [9.38714, 6.71172, 7.01188], [-5.36715, -0.56981, -0.04294], [-1.29194, -8.59682, -4.58987], [-2.66141, -7.73142, -5.33501], [1.68307, 0.19455, -0.45678], [-2.95849, -9.09754, -4.24081], [-5.85038, -1.03934, -3.71821], [-1.12824, -6.12154, -4.33890], [-2.44787, -4.09306, -3.88289], [-0.44149, -1.41440, 0.69954], [-7.66412, 0.76202, -2.31820], [-1.31098, -5.81686, -2.60379], [0.64737, 1.64288, -2.12911], [2.40602, 1.14690, 0.85258], [-1.78690, 1.30658, -1.94056], [6.86272, 5.74688, 2.21773], [-3.62440, -5.02781, -2.94799], [6.17482, 2.94543, 6.26659]],
  "forces_ev_per_a": [[-0.02, 0.54, -0.16], [0.04, 0.16, -0.57], [-0.09, 0.07, -0.01], [0.13, -0.12, 0.13], [0.01, -0.08, 0.01], [-0.10, 0.29, -0.06], [-0.03, -0.08, 0.07], [-0.02, -0.06, -0.04], [0.00, 0.06, 0.07], [-0.13, 0.09, 0.14], [-0.07, 0.02, -0.04], [0.03, 0.18, -0.06], [-0.04, -0.16, -0.12], [0.08, 0.03, 0.02], [0.00, 0.02, -0.31], [0.02, -0.08, 0.10], [0.01, -0.10, 0.01], [0.04, -0.19, 0.09], [-0.13, -0.33, -0.01], [0.00, 0.02, -0.02], [0.06, 0.01, -0.08], [0.05, -0.09, -0.05], [-0.21, -0.16, 0.36], [-0.06, -0.11, 0.09], [0.03, 0.14, 0.04], [0.05, -0.05, 0.20], [0.03, -0.20, 0.15], [0.13, 0.16, -0.05], [0.01, 0.02, 0.00], [0.07, 0.25, 0.00], [0.00, -0.02, 0.02], [-0.01, -0.04, -0.03], [-0.03, 0.15, -0.08], [0.04, -0.29, 0.29], [-0.01, -0.03, 0.01], [0.04, -0.15, -0.11], [0.00, 0.00, 0.00], [0.00, 0.00, 0.00], [0.03, 0.04, -0.01], [0.01, -0.04, 0.03], [0.00, -0.01, -0.02], [0.00, -0.03, -0.02], [-0.12, 0.02, 0.27], [0.00, -0.02, 0.04], [0.01, 0.03, 0.02], [0.00, 0.03, -0.01], [-0.01, -0.01, -0.03], [-0.01, 0.03, -0.01], [0.16, -0.08, -0.24], [-0.01, 0.04, -0.03], [0.01, -0.03, 0.02], [0.00, -0.01, 0.00], [0.02, 0.02, 0.02], [-0.02, 0.06, -0.05], [0.00, -0.03, 0.00], [0.00, 0.02, -0.03], [0.00, 0.00, -0.01], [-0.05, 0.02, -0.02], [0.02, -0.01, 0.03], [0.02, 0.02, 0.03], [0.00, 0.00, -0.02], [0.01, 0.00, 0.04], [-0.03, -0.02, -0.02], [0.01, 0.03, 0.01], [0.01, 0.02, -0.01], [0.00, -0.02, -0.01], [0.03, 0.00, -0.01], [-0.01, 0.04, 0.01], [-0.02, -0.02, -0.03], [0.01, -0.01, 0.02], [0.03, 0.03, 0.02]],
  "mulliken_charge": [-0.64, -0.51, -0.41, -0.46, -0.38, -0.56, -0.27, -0.39, -0.30, -0.55, -0.38, -0.45, -0.34, -0.70, -0.56, -0.71, 0.04, -0.21, 0.72, -0.62, 0.18, -0.80, -0.45, -0.42, -0.92, 0.58, -0.98, 0.58, -0.72, -0.59, -0.71, -0.74, -0.17, 0.66, 0.32, 0.44, 0.35, 0.32, 0.22, 0.20, 0.42, 0.31, 0.31, 0.19, 0.31, 0.27, 0.40, 0.35, 0.53, 0.30, 0.29, 0.30, 0.39, 0.31, 0.35, 0.32, 0.31, 0.37, 0.24, 0.38, 0.35, 0.33, 0.22, 0.25, 0.37, 0.40, 0.17, 0.34, 0.47, 0.30, 0.50],
  "e_lumo_ev": -1.05,
  "orbital_gap_ev": 8.1,
  "smiles": "O=C1C=CC(=O)c2cc(OB(O)O)ccc21.COCCOC.COCCOC.COCCOC",
  "homo_energy_ev": -9.20
}